Entry 1:
Molecular formula: C57H133N5O26
Method: DFT, the ωB97M-V functional and the def2-TZVPD basis

XYZ file:
```
221
Properties=species:S:1:pos:R:3
C 15.941 -9.229 -5.927
O 15.644 -8.396 -4.781
C 16.378 -7.188 -4.719
C 15.822 -6.241 -3.623
O 14.429 -6.116 -3.763
C 13.551 -5.587 -2.685
C 14.015 -4.231 -2.129
O 14.154 -3.302 -3.182
C 14.496 -2.007 -2.707
H 15.339 -10.134 -5.855
H 16.969 -9.592 -5.928
H 15.691 -8.614 -6.791
H 16.249 -6.669 -5.668
H 17.454 -7.245 -4.558
H 16.286 -5.255 -3.630
H 15.961 -6.774 -2.682
H 13.424 -6.369 -1.936
H 12.547 -5.469 -3.093
H 14.819 -4.389 -1.409
H 13.089 -3.869 -1.682
H 13.559 -1.558 -2.376
H 14.857 -1.371 -3.515
H 15.315 -2.016 -1.988
C 3.257 5.445 -8.317
O 4.621 5.007 -8.506
C 5.319 4.874 -7.306
C 6.588 3.908 -7.531
O 7.485 4.464 -8.461
C 8.269 5.595 -8.054
C 9.428 5.826 -9.143
O 8.965 6.355 -10.348
C 8.326 5.464 -11.199
H 2.870 5.980 -9.184
H 3.117 6.138 -7.488
H 2.598 4.598 -8.123
H 4.660 4.465 -6.541
H 5.561 5.808 -6.798
H 6.203 2.944 -7.861
H 7.167 3.686 -6.635
H 8.726 5.454 -7.075
H 7.647 6.481 -7.920
H 9.914 4.860 -9.275
H 10.273 6.435 -8.821
H 7.304 5.305 -10.856
H 8.789 4.477 -11.203
H 8.539 5.888 -12.180
C 20.315 2.032 -6.237
O 20.462 1.285 -7.443
C 21.570 1.661 -8.329
C 22.995 1.502 -7.812
O 23.293 0.141 -7.349
C 22.918 -0.935 -8.224
C 23.113 -2.229 -7.433
O 24.531 -2.232 -7.158
C 24.857 -3.307 -6.281
H 19.447 1.718 -5.657
H 20.193 3.044 -6.622
H 21.151 1.996 -5.538
H 21.361 2.692 -8.615
H 21.550 1.096 -9.261
H 23.246 2.289 -7.101
H 23.719 1.749 -8.589
H 23.428 -0.993 -9.186
H 21.866 -0.874 -8.503
H 22.838 -3.101 -8.027
H 22.570 -2.239 -6.488
H 24.307 -3.310 -5.340
H 25.921 -3.270 -6.049
H 24.533 -4.218 -6.783
C 11.304 -0.935 -4.372
O 10.194 -1.736 -4.254
C 9.514 -1.896 -5.475
C 8.739 -3.145 -5.337
O 7.691 -3.175 -4.322
C 6.706 -4.229 -4.659
C 5.460 -3.859 -3.812
O 4.422 -4.806 -3.965
C 3.410 -4.655 -2.958
H 12.119 -1.395 -4.930
H 11.677 -0.701 -3.375
H 10.901 0.004 -4.753
H 10.097 -2.002 -6.390
H 8.806 -1.077 -5.600
H 9.377 -4.026 -5.263
H 8.382 -3.398 -6.335
H 7.123 -5.205 -4.414
H 6.280 -4.133 -5.658
H 5.095 -2.917 -4.222
H 5.707 -3.644 -2.772
H 3.832 -4.974 -2.005
H 2.497 -5.219 -3.148
H 3.175 -3.593 -2.895
C 12.182 2.842 -10.384
O 12.154 4.225 -10.251
C 13.313 4.901 -10.665
C 13.116 6.418 -10.568
O 12.973 6.881 -9.213
C 14.098 6.818 -8.313
C 15.362 7.503 -8.765
O 16.278 6.841 -9.576
C 17.119 5.990 -8.810
H 12.370 2.469 -11.391
H 11.223 2.429 -10.072
H 12.996 2.455 -9.771
H 13.539 4.739 -11.720
H 14.163 4.687 -10.017
H 12.391 7.022 -11.113
H 14.047 6.842 -10.943
H 14.315 5.783 -8.051
H 13.804 7.309 -7.385
H 15.703 8.093 -7.915
H 15.015 8.376 -9.319
H 16.588 5.283 -8.172
H 17.932 6.507 -8.302
H 17.538 5.314 -9.556
C 11.941 5.118 -6.276
O 11.526 4.119 -5.363
C 11.928 2.748 -5.411
C 13.358 2.536 -4.986
O 14.413 3.112 -5.786
C 14.569 2.700 -7.147
C 14.767 1.169 -7.251
O 15.275 0.439 -6.119
C 16.550 0.669 -5.646
H 11.409 6.060 -6.143
H 11.694 4.752 -7.272
H 12.999 5.374 -6.212
H 11.703 2.365 -6.407
H 11.299 2.173 -4.732
H 13.549 1.470 -4.865
H 13.440 2.958 -3.984
H 15.425 3.286 -7.482
H 13.796 3.180 -7.747
H 15.401 0.900 -8.096
H 13.798 0.789 -7.574
H 17.270 0.757 -6.459
H 16.817 -0.128 -4.951
H 16.521 1.605 -5.087
C 9.656 1.407 -1.352
O 9.265 2.162 -2.450
C 8.240 1.627 -3.219
C 7.859 2.556 -4.365
O 7.227 3.785 -4.019
C 7.950 4.893 -3.480
C 7.009 6.157 -3.571
O 7.718 7.419 -3.301
C 6.856 8.558 -3.410
H 9.750 0.345 -1.579
H 8.952 1.685 -0.567
H 10.577 1.852 -0.975
H 7.374 1.236 -2.684
H 8.708 0.733 -3.629
H 7.142 1.965 -4.933
H 8.670 2.704 -5.079
H 8.901 5.003 -4.002
H 7.994 4.680 -2.412
H 6.275 6.161 -2.765
H 6.394 6.138 -4.470
H 6.153 8.708 -2.590
H 6.338 8.645 -4.365
H 7.553 9.393 -3.478
C 11.133 4.928 0.286
O 9.864 4.945 0.145
N 12.011 4.808 -0.734
C 13.513 4.775 -0.551
C 11.494 4.436 -2.052
H 11.662 4.998 1.249
H 14.010 4.097 -1.245
H 13.755 4.563 0.491
H 14.023 5.707 -0.793
H 11.918 5.034 -2.859
H 11.759 3.425 -2.360
H 10.408 4.415 -2.138
C 19.645 -1.188 -5.617
O 19.983 -0.549 -4.581
N 18.738 -2.210 -5.640
C 18.598 -3.215 -6.724
C 18.121 -2.520 -4.343
H 20.218 -1.062 -6.548
H 18.529 -4.257 -6.410
H 19.306 -3.233 -7.554
H 17.671 -3.046 -7.272
H 18.565 -3.423 -3.924
H 18.135 -1.690 -3.637
H 17.089 -2.827 -4.514
C 9.988 10.356 -5.757
O 8.879 10.578 -6.196
N 10.481 9.139 -5.599
C 11.730 8.985 -4.930
C 9.702 7.916 -5.831
H 10.711 11.127 -5.449
H 12.529 8.626 -5.578
H 11.681 8.206 -4.169
H 12.184 9.923 -4.609
H 8.638 8.075 -6.003
H 10.073 7.554 -6.790
H 9.850 7.100 -5.123
C 10.560 -0.139 -8.612
O 11.448 0.470 -7.968
N 9.274 0.233 -8.555
C 8.263 -0.350 -9.421
C 8.792 1.367 -7.777
H 10.711 -1.017 -9.259
H 7.836 0.280 -10.201
H 7.436 -0.521 -8.732
H 8.564 -1.276 -9.909
H 7.884 1.104 -7.234
H 9.500 1.728 -7.030
H 8.609 2.159 -8.503
C 15.470 6.740 -4.667
O 14.763 7.726 -4.954
N 16.757 6.736 -4.908
C 17.505 5.435 -4.786
C 17.565 7.816 -5.509
H 15.047 5.841 -4.194
H 17.839 5.049 -5.749
H 16.939 4.595 -4.384
H 18.372 5.560 -4.137
H 18.170 7.448 -6.338
H 16.985 8.623 -5.956
H 18.258 8.189 -4.754
```

Results
charge	+1
LUMO (alpha / beta)	-1.80 / -8.16	eV
spin multiplicity	2

=====

Entry 2:
Molecular formula: C2H3BrClP
Method: DFT, the ωB97M-V functional and the def2-TZVPD basis

XYZ file:
```
8
Properties=species:S:1:pos:R:3
C -0.939 -0.562 0.670
C 1.329 0.045 -1.011
P -0.962 0.926 1.255
Cl 0.798 1.604 -0.928
Br -1.467 -2.212 0.428
H 0.717 -0.572 -1.764
H 2.414 -0.074 -0.980
H -1.890 0.846 2.330
```

Results
energy relative to the best compared isomer or geometry (same formula, charge and spin)	4.537	eV
LUMO (alpha / beta)	-0.56 / -0.13	eV

=====

Entry 3:
Molecular formula: CH2FN
Method: DFT, the ωB97M-V functional and the def2-TZVPD basis

XYZ file:
```
5
Properties=species:S:1:pos:R:3
C 0.601 -0.051 -0.026
N -0.908 -0.487 -0.001
F -1.861 0.489 0.023
H 1.226 -0.896 -0.225
H 0.942 0.945 0.228
```

Results
energy relative to the best compared isomer or geometry (same formula, charge and spin)	3.898	eV
LUMO (alpha / beta)	-0.41 / -0.35	eV
SMILES	C=NF

=====

Entry 4:
Molecular formula: C4H8N2P
Method: DFT, the ωB97M-V functional and the def2-TZVPD basis

XYZ file:
```
15
Properties=species:S:1:pos:R:3
C -0.536 -0.615 -2.579
C -0.127 -0.303 -1.274
C 1.229 -0.716 -1.159
C -0.388 -0.104 1.149
N -1.924 0.925 -0.138
N -0.800 0.163 -0.195
P -0.834 -1.284 -3.956
H -2.579 0.775 -0.879
H 1.504 -0.808 -0.135
H 1.761 0.154 -1.656
H 1.450 -1.592 -1.818
H 0.597 -0.289 1.268
H -0.925 -1.026 1.507
H -0.498 0.690 1.785
H -2.163 1.396 0.712
```

Results
charge	+1
energy relative to the best compared isomer or geometry (same formula, charge and spin)	3.606	eV
LUMO (alpha / beta)	-5.46 / -5.46	eV
SMILES	C/C(C#P)=[N+](\C)N

=====

Entry 5:
Molecular formula: CH5N3S
Method: DFT, the ωB97M-V functional and the def2-TZVPD basis

XYZ file:
```
10
Properties=species:S:1:pos:R:3
C -0.119 -0.217 -0.059
H 0.698 -2.066 0.069
H 1.019 -1.348 -1.421
H -1.443 -1.180 0.946
H 1.476 0.937 -0.304
H -1.183 2.005 1.140
N 0.459 -1.306 -0.602
N -1.077 -0.286 0.773
N 0.429 0.991 -0.416
S -0.259 2.470 -0.127
```

Results
energy relative to the best compared isomer or geometry (same formula, charge and spin)	1.056	eV
LUMO	0.65	eV
SMILES	[H]/N=C(\N)NS

=====

Entry 6:
Molecular formula: C30H53NP2Re
Method: DFT, the ωB97M-V functional and the def2-TZVPD basis

XYZ file:
```
87
Properties=species:S:1:pos:R:3
Re -0.677 0.562 -0.874
C 0.533 1.222 -2.509
C -0.608 2.067 -2.330
C 0.670 2.165 -0.403
C 1.342 1.343 -1.354
C -0.513 2.660 -1.024
C 0.888 0.474 -3.778
H 0.002 -0.034 -4.179
H 1.670 -0.277 -3.567
H 1.235 1.178 -4.555
C 2.803 1.043 -1.282
H 3.146 0.636 -2.232
H 3.161 0.381 -0.495
H 3.304 2.003 -1.122
C 1.386 2.817 0.761
H 2.040 3.611 0.363
H 2.021 2.126 1.323
H 0.709 3.276 1.477
C -1.402 3.751 -0.459
H -1.462 4.620 -1.145
H -1.056 4.073 0.540
H -2.412 3.339 -0.372
C -1.682 2.261 -3.359
H -1.387 2.929 -4.199
H -2.579 2.709 -2.896
H -1.893 1.279 -3.816
C -2.329 -1.519 -0.774
C -2.237 -0.804 -1.959
C -3.494 -0.513 -2.748
C -4.275 0.767 -2.350
C -3.820 1.368 -1.047
C -4.011 0.706 0.104
C -4.599 -0.701 0.205
C -3.676 -1.861 -0.175
H -4.212 -1.351 -2.716
H -5.347 0.531 -2.310
H -3.239 -0.432 -3.811
H -4.244 -2.535 -0.836
H -1.478 -2.038 -0.315
H -1.302 -0.810 -2.562
H -3.505 -2.485 0.709
H -4.898 -0.818 1.259
H -3.882 1.185 1.081
H -5.527 -0.764 -0.384
H -4.164 1.512 -3.139
H -3.518 2.409 -1.055
P 0.821 -2.109 -0.886
C 2.653 -2.121 -0.858
H 2.957 -3.174 -0.955
H 2.983 -1.711 0.116
H 3.051 -1.533 -1.700
C 0.488 -3.454 0.295
H 0.717 -4.378 -0.248
H -0.561 -3.460 0.614
H 1.160 -3.335 1.156
C 0.380 -2.863 -2.511
H -0.713 -2.976 -2.572
H 0.872 -3.845 -2.532
H 0.747 -2.228 -3.332
P -0.710 0.511 1.876
C -1.878 1.844 2.422
H -2.421 1.440 3.293
H -2.585 2.077 1.613
H -1.328 2.763 2.682
C -1.671 -0.971 2.407
H -2.637 -0.982 1.881
H -1.831 -0.852 3.492
H -1.094 -1.888 2.189
C 0.595 0.620 3.169
H 0.355 1.486 3.816
H 1.604 0.713 2.721
H 0.569 -0.317 3.757
C 2.161 -2.440 3.400
C 3.360 -1.632 3.100
C 4.649 -1.914 3.653
C 5.510 -0.925 3.155
C 4.700 -0.056 2.341
C 5.188 1.175 1.706
N 3.416 -0.532 2.300
H 1.306 -2.110 2.807
H 1.908 -2.357 4.471
H 2.365 -3.503 3.191
H 4.860 -2.733 4.321
H 6.576 -0.783 3.320
H 5.373 1.953 2.471
H 6.148 0.962 1.202
H 4.477 1.575 0.966
```

Results
charge	+2
LUMO (alpha / beta)	-5.59 / -6.94	eV
spin multiplicity	4

=====

Entry 7:
Molecular formula: C35H64FN2O9S
Method: DFT, the ωB97M-V functional and the def2-TZVPD basis

XYZ file:
```
112
Properties=species:S:1:pos:R:3
C -4.528 2.734 -1.273
C -4.412 1.848 -2.684
C -2.823 1.427 -2.810
C -2.441 0.608 -4.178
C -3.423 -0.682 -4.445
C -2.480 -1.985 -4.883
C -2.695 -3.298 -3.913
C -2.497 -2.982 -2.315
C -1.116 -3.680 -1.682
C -1.207 -3.494 -0.056
C 0.115 -2.814 0.640
C -0.219 -1.303 1.183
C 0.097 -0.046 0.148
C 0.737 -0.189 -1.354
C 2.371 0.128 -1.192
C 3.219 -1.230 -0.743
S 3.330 -1.468 1.113
C -0.254 1.463 0.685
F 0.010 2.625 -0.221
C -0.865 1.608 2.226
O -1.126 3.018 2.662
C 0.142 3.739 2.864
C 0.140 5.045 1.823
O 1.372 5.085 1.012
C 1.142 5.671 -0.318
C 2.073 4.876 -1.448
N -1.126 0.399 3.108
C -1.663 0.640 4.512
C -0.839 -1.057 2.683
N -1.136 -2.116 3.721
C 0.111 -2.675 4.369
C -2.073 -3.191 3.217
C -1.712 -4.784 3.528
O -3.203 -2.923 2.532
H -4.458 1.972 -0.363
H -5.515 3.368 -1.215
H -3.557 3.396 -1.212
H -5.132 0.920 -2.575
H -4.760 2.519 -3.590
H -2.422 0.814 -1.878
H -2.187 2.434 -2.819
H -2.472 1.384 -5.072
H -1.305 0.279 -4.072
H -4.096 -0.420 -5.394
H -4.156 -0.933 -3.562
H -2.831 -2.320 -5.970
H -1.342 -1.702 -4.983
H -1.944 -4.148 -4.286
H -3.807 -3.687 -4.108
H -2.420 -1.832 -2.066
H -3.478 -3.385 -1.774
H -0.133 -3.279 -2.175
H -1.223 -4.844 -1.925
H -1.370 -4.535 0.473
H -2.117 -2.777 0.162
H 0.477 -3.493 1.527
H 0.969 -2.823 -0.175
H 0.228 0.598 -2.092
H 0.649 -1.282 -1.783
H 2.816 0.524 -2.203
H 2.504 0.897 -0.289
H 4.318 -1.089 -1.182
H 2.711 -2.137 -1.302
H 4.027 -0.402 1.738
H 0.104 4.223 3.949
H 1.104 3.079 2.767
H 0.060 6.071 2.383
H -0.840 4.934 1.176
H 1.480 6.816 -0.342
H 0.038 5.606 -0.703
H 2.871 4.166 -0.950
H 2.631 5.679 -2.099
H 1.423 4.226 -2.174
H -0.767 0.563 5.282
H -2.499 -0.147 4.836
H -2.146 1.698 4.669
H -0.248 -3.201 5.379
H 0.725 -3.416 3.704
H 0.798 -1.770 4.733
H -1.515 -4.997 4.672
H -2.498 -5.509 3.040
H -0.676 -5.003 2.978
C 3.989 -2.608 -9.474
C 2.475 -2.726 -9.485
O 1.942 -2.526 -8.170
C 1.827 -1.234 -7.774
O 2.125 -0.250 -8.435
O 1.343 -1.222 -6.507
C 1.242 0.082 -5.939
H 4.423 -3.277 -8.723
H 4.405 -2.857 -10.454
H 4.304 -1.592 -9.213
H 2.192 -3.738 -9.792
H 2.021 -2.033 -10.202
H 0.677 0.757 -6.590
H 2.242 0.481 -5.743
H 0.710 -0.003 -4.987
C 2.911 2.085 11.143
C 2.271 0.832 10.572
O 1.386 1.162 9.494
C 1.980 1.390 8.296
O 3.179 1.331 8.065
O 1.016 1.719 7.402
C 1.516 2.059 6.111
H 2.145 2.817 11.419
H 3.509 1.846 12.027
H 3.561 2.567 10.407
H 1.664 0.349 11.344
H 3.025 0.103 10.252
H 2.174 1.276 5.720
H 2.040 3.018 6.155
H 0.664 2.160 5.432
```

Results
charge	+1
LUMO	-4.42	eV

=====

Electronic energy list, top to bottom, in a.u.: -4480.6577; -3453.3557; -193.7560; -607.6883; -603.5071; -1989.9846; -2655.8306